1.
Computed, not measured: a cluster of 2 separate species, C5H16N2O in total, with the ωB97M-V functional and the def2-TZVPD basis.

E_tot (eV): -10471.549
SMILES string: CC[C@@H](N)CNC.O

Bonds (Å) are listed after each position.
Geometry (Å):
1 C -0.18 2.24 0.53  C2 1.539, H8 1.080, H9 1.088, H10 1.063
2 C -0.80 0.85 0.33  C1 1.539, C3 1.520, H11 1.098, H12 1.066
3 C -0.34 -0.17 1.36  C2 1.520, N4 1.481, C5 1.546, H13 1.087
4 N -0.66 0.30 2.73  C3 1.481, H14 1.009, H15 1.008
5 C -1.04 -1.52 1.09  C3 1.546, N6 1.465, H16 1.095, H17 1.064
6 N -0.46 -2.23 -0.05  C5 1.465, C7 1.482, H18 1.012
7 C 0.94 -2.67 0.18  N6 1.482, H19 1.081, H20 1.093, H21 1.092
8 H -0.58 2.71 1.41  C1 1.080
9 H 0.90 2.13 0.57  C1 1.088
10 H -0.55 2.91 -0.21  C1 1.063
11 H -1.87 0.99 0.52  C2 1.098
12 H -0.64 0.50 -0.66  C2 1.066
13 H 0.74 -0.28 1.35  C3 1.087
14 H -0.13 -0.29 3.35  N4 1.009
15 H -1.65 0.29 2.88  N4 1.008
16 H -0.87 -2.11 2.00  C5 1.095
17 H -2.07 -1.33 0.91  C5 1.064
18 H -1.02 -3.06 -0.22  N6 1.012
19 H 1.56 -1.80 0.05  C7 1.081
20 H 1.03 -3.27 1.09  C7 1.093
21 H 1.14 -3.38 -0.62  C7 1.092
22 O 2.07 2.65 -5.28  H23 0.957, H24 0.954
23 H 1.29 2.48 -4.75  O22 0.957
24 H 2.12 3.57 -5.54  O22 0.954

=====

2.
Computed, not measured: a cluster of 2 separate species, C5H16N2O in total, with the ωB97M-V functional and the def2-TZVPD basis.

E_tot (eV): -10471.571
SMILES string: C[C@@H](CN)N(C)C.O

Bonds (Å) are listed after each position.
Geometry (Å):
1 C 1.40 -0.32 -1.30  C2 1.519, H8 1.091, H9 1.094, H10 1.091
2 C 0.31 -0.39 -0.25  C1 1.519, C3 1.551, N5 1.463, H11 1.082
3 C 0.87 -0.66 1.16  C2 1.551, N4 1.442, H12 1.086, H13 1.078
4 N 1.08 -2.08 1.32  C3 1.442, H14 1.010, H15 1.010
5 N -0.57 0.78 -0.20  C2 1.463, C6 1.465, C7 1.450
6 C 0.13 1.99 0.23  N5 1.465, H16 1.091, H17 1.081, H18 1.090
7 C -1.29 0.99 -1.44  N5 1.450, H19 1.102, H20 1.094, H21 1.090
8 H 1.13 0.23 -2.20  C1 1.091
9 H 2.27 0.20 -0.89  C1 1.094
10 H 1.87 -1.28 -1.56  C1 1.091
11 H -0.32 -1.25 -0.40  C2 1.082
12 H 0.14 -0.21 1.82  C3 1.086
13 H 1.82 -0.14 1.19  C3 1.078
14 H 1.69 -2.32 2.09  N4 1.010
15 H 0.21 -2.58 1.40  N4 1.010
16 H -0.36 2.90 -0.12  C6 1.091
17 H 0.14 2.04 1.31  C6 1.081
18 H 1.16 2.03 -0.11  C6 1.090
19 H -1.41 0.07 -2.03  C7 1.102
20 H -2.33 1.30 -1.24  C7 1.094
21 H -0.84 1.69 -2.14  C7 1.090
22 O -2.38 -1.32 1.37  H23 0.964, H24 0.970
23 H -2.98 -1.11 0.65  O22 0.964
24 H -1.76 -0.58 1.31  O22 0.970

=====

3.
Computed, not measured: a cluster of 2 separate species, C5H16N2O in total, with the ωB97M-V functional and the def2-TZVPD basis.

E_tot (eV): -10471.768
SMILES string: CNCCCCN.O

Bonds (Å) are listed after each position.
Geometry (Å):
1 C -1.70 2.07 -0.36  N2 1.444, H8 1.091, H9 1.092, H10 1.099
2 N -2.14 1.07 0.57  C1 1.444, C3 1.448, H11 1.010
3 C -1.12 0.25 1.19  N2 1.448, C4 1.543, H12 1.091, H13 1.092
4 C -0.80 -1.11 0.53  C3 1.543, C5 1.512, H14 1.093, H15 1.096
5 C -0.52 -1.07 -0.96  C4 1.512, C6 1.527, H16 1.088, H17 1.092
6 C 0.80 -0.41 -1.32  C5 1.527, N7 1.475, H18 1.087, H19 1.089
7 N 1.99 -1.26 -1.08  C6 1.475, H20 1.016, H21 1.010
8 H -1.09 2.81 0.17  C1 1.091
9 H -2.58 2.61 -0.73  C1 1.092
10 H -1.13 1.71 -1.23  C1 1.099
11 H -2.91 0.51 0.21  N2 1.010
12 H -1.39 0.06 2.23  C3 1.091
13 H -0.20 0.82 1.28  C3 1.092
14 H -1.57 -1.83 0.80  C4 1.093
15 H 0.07 -1.49 1.09  C4 1.096
16 H -1.35 -0.59 -1.48  C5 1.088
17 H -0.52 -2.08 -1.37  C5 1.092
18 H 0.80 -0.04 -2.34  C6 1.087
19 H 0.91 0.49 -0.72  C6 1.089
20 H 1.73 -2.01 -0.45  N7 1.016
21 H 2.31 -1.66 -1.95  N7 1.010
22 O 3.02 0.40 1.47  H23 0.977, H24 0.965
23 H 2.33 -0.29 1.58  O22 0.977
24 H 3.17 0.41 0.52  O22 0.965

=====

For each record above, in turn, the calculated gap between HOMO and LUMO values are 9.74; 9.67; 9.49 eV.
For each record above, in turn, the calculated HOMO values are -8.89; -8.76; -8.62 eV.
For each record above, in turn, the calculated relative energy (zero: lowest compared OMol25 entry of this formula, charge and spin) values are 22.4; 21.9; 17.4 kcal per mole.